*1*
Molecular formula: C32H46As2F6GeI2N3O8PS2V
Method: DFT, wB97M-V/def2-TZVPD

Geometry (Å):
V (0.48993, 0.06197, 0.14110)
I (4.95111, 3.08346, -4.99431)
C (3.24951, 2.51237, -3.86759)
C (2.48285, 3.47799, -3.24895)
C (1.42472, 3.05759, -2.47962)
I (0.29930, 4.47235, -1.40994)
C (1.06212, 1.71259, -2.26988)
O (0.06689, 1.40075, -1.52332)
C (1.88800, 0.76312, -2.94296)
C (1.60419, -0.69810, -2.73780)
N (1.62761, -1.04430, -1.32498)
C (2.94771, -0.90975, -0.72714)
C (3.16263, 0.51791, -0.33786)
C (4.37185, 1.15724, -0.52712)
C (4.52316, 2.49768, -0.17814)
C (3.40581, 3.13991, 0.34700)
C (2.23449, 2.43529, 0.50786)
N (2.07788, 1.13764, 0.18286)
C (2.95594, 1.17033, -3.71312)
H (2.70023, 4.53026, -3.34625)
H (2.34102, -1.29639, -3.30007)
H (0.60264, -0.92414, -3.13250)
H (1.36795, -2.03078, -1.22751)
H (3.74157, -1.27114, -1.40505)
H (2.96366, -1.54209, 0.17773)
H (5.19830, 0.60564, -0.95180)
H (5.46825, 3.00362, -0.30509)
H (3.43410, 4.18172, 0.63363)
H (1.36962, 2.92603, 0.92814)
H (3.58009, 0.42681, -4.18798)
C (-4.81464, 1.48527, -1.72287)
As (-2.82578, 1.78498, -1.53828)
C (-3.00746, 3.60960, -2.38690)
C (-2.42348, 0.74166, -3.13134)
C (-2.59609, 1.25518, -4.40922)
C (-2.31766, 0.50386, -5.53859)
C (-1.85356, -0.79211, -5.39145)
C (-1.68723, -1.31243, -4.11730)
C (-1.97892, -0.57466, -2.97000)
As (-1.52169, -1.25941, -1.14103)
C (-1.30837, -3.14001, -1.62568)
C (-3.41277, -1.58842, -0.55691)
H (-5.14221, 1.61445, -2.75379)
H (-5.35380, 2.19493, -1.09508)
H (-5.07278, 0.47994, -1.40736)
H (-3.91856, 3.71188, -2.97784)
H (-2.14219, 3.82607, -3.00890)
H (-3.03450, 4.34777, -1.58253)
H (-2.94845, 2.27166, -4.53073)
H (-2.45532, 0.92875, -6.52697)
H (-1.62752, -1.39667, -6.26458)
H (-1.31385, -2.32754, -4.02185)
H (-0.37145, -3.34521, -2.13945)
H (-2.15259, -3.48598, -2.23190)
H (-1.27366, -3.69909, -0.69312)
H (-4.03815, -1.90580, -1.40054)
H (-3.85340, -0.71457, -0.07572)
H (-3.36141, -2.39803, 0.17409)
C (0.70985, -1.24925, 5.29447)
O (0.85120, -0.08112, 4.51056)
P (0.62473, 0.02220, 2.89276)
O (1.81641, 1.30912, 2.94879)
C (3.07832, 1.11164, 3.51299)
O (-0.62319, -1.30703, 3.09081)
C (-1.91794, -1.47496, 2.61940)
H (1.37119, -1.11344, 6.15601)
H (1.00605, -2.13452, 4.73757)
H (-0.31981, -1.37102, 5.63328)
H (3.77206, 1.80792, 3.02666)
H (3.42721, 0.08672, 3.35549)
H (3.05950, 1.30639, 4.59194)
H (-2.06113, -0.98370, 1.64869)
H (-2.63641, -1.08753, 3.35524)
H (-2.08815, -2.54742, 2.49593)
C (-2.02336, 3.61148, 2.12345)
Ge (-2.03359, 1.67696, 2.65629)
C (-1.97076, 1.64813, 4.66449)
C (-3.90439, 1.14083, 2.12271)
C (-0.37569, 1.05732, 1.81549)
H (-2.89311, 4.15698, 2.47800)
H (-1.99941, 3.66487, 1.03493)
H (-1.13374, 4.11013, 2.50136)
H (-2.60100, 2.42003, 5.09987)
H (-0.94150, 1.81395, 4.96702)
H (-2.27943, 0.68347, 5.05514)
H (-4.60184, 1.83018, 2.59065)
H (-4.18257, 0.13268, 2.40470)
H (-3.99895, 1.24920, 1.04615)
H (0.16014, 2.00376, 1.88376)
F (-0.67517, -4.35934, 2.74461)
C (-0.20437, -4.59346, 4.08090)
F (1.15643, -4.14318, 3.98903)
F (-0.03081, -5.98784, 4.07770)
S (0.80948, -2.61231, 1.89020)
O (-0.03467, -2.30019, 0.73993)
O (1.57849, -1.00207, 2.14706)
N (2.18993, -3.18693, 1.14283)
S (1.85539, -4.25119, 0.08742)
O (0.90793, -5.27903, 0.38983)
O (1.82309, -3.79476, -1.29567)
C (3.53364, -5.16590, 0.02606)
F (4.50067, -4.33652, -0.42300)
F (3.96493, -5.63965, 1.20289)
F (3.54870, -6.21326, -0.82791)

As for the net charge: -2. The molar mass is 1337.03 g mol⁻¹. The gap between HOMO and LUMO (spin up / spin down) comes out at 0.1804 / 0.1542 hartree. The calculation puts the HOMO energy (spin up / spin down) at -1.8 / -1.1 eV. Its spin multiplicity is 2.

*2*
Molecular formula: C32H46As2F6GeI2N3O8PS2V
Method: DFT, wB97M-V/def2-TZVPD

Geometry (Å):
V (0.12469, 0.61114, 0.84515)
I (-7.24267, 3.50521, 1.89376)
C (-5.41616, 2.86014, 1.07058)
C (-4.80397, 3.61905, 0.08454)
C (-3.61318, 3.16744, -0.45004)
I (-2.66310, 4.30976, -1.93075)
C (-2.95630, 1.96177, -0.04798)
O (-1.87688, 1.54852, -0.57180)
C (-3.62455, 1.25415, 1.00484)
C (-2.95844, 0.01595, 1.52773)
N (-1.61909, 0.28931, 2.10533)
C (-1.58678, 1.42287, 3.04751)
C (-1.09047, 2.65915, 2.33920)
C (-1.52482, 3.92789, 2.65348)
C (-1.03949, 5.02798, 1.95442)
C (-0.12026, 4.79060, 0.93667)
C (0.29217, 3.50480, 0.68042)
N (-0.16811, 2.42297, 1.36175)
C (-4.82500, 1.69023, 1.53251)
H (-5.24405, 4.54454, -0.25987)
H (-3.59611, -0.45506, 2.28068)
H (-2.81756, -0.69231, 0.71224)
H (-1.35074, -0.56742, 2.58481)
H (-2.56379, 1.62288, 3.49508)
H (-0.88651, 1.17767, 3.84794)
H (-2.25832, 4.05605, 3.44119)
H (-1.37458, 6.03002, 2.18783)
H (0.26233, 5.60145, 0.33096)
H (1.00638, 3.28239, -0.09813)
H (-5.30492, 1.10720, 2.31038)
C (-2.62644, 0.29398, -3.83921)
As (-1.19837, -0.32479, -2.62054)
C (-0.08759, 1.28296, -2.83788)
C (-0.23736, -1.43462, -3.98756)
C (0.20625, -0.91087, -5.20001)
C (1.02941, -1.64313, -6.04516)
C (1.43204, -2.92039, -5.67328)
C (0.94944, -3.47872, -4.49682)
C (0.09431, -2.76089, -3.66615)
As (-0.72585, -3.44858, -2.01513)
C (-0.03366, -5.29710, -2.07839)
C (-2.40999, -3.90271, -2.95077)
H (-2.22256, 0.84106, -4.69172)
H (-3.27290, 0.95748, -3.26230)
H (-3.21385, -0.55381, -4.19491)
H (0.62837, 1.18153, -3.65137)
H (0.45808, 1.44520, -1.91243)
H (-0.73967, 2.13779, -3.00828)
H (-0.08029, 0.09577, -5.48715)
H (1.37006, -1.21380, -6.98077)
H (2.10732, -3.48257, -6.30855)
H (1.24583, -4.48795, -4.23445)
H (1.02237, -5.29159, -1.80441)
H (-0.17601, -5.78360, -3.04441)
H (-0.57166, -5.85341, -1.30962)
H (-2.21005, -4.30613, -3.94249)
H (-3.02253, -3.00457, -3.03510)
H (-2.95089, -4.63665, -2.35097)
C (2.84395, 2.88518, -2.00135)
O (2.89262, 1.53251, -1.72941)
P (2.38617, 0.82540, 0.04112)
O (2.95950, -0.63088, -0.44883)
C (2.84230, -1.12096, -1.77776)
O (3.75816, 1.54531, 0.69231)
C (4.89569, 2.01593, 0.00111)
H (3.70946, 3.19295, -2.61395)
H (2.86498, 3.51868, -1.09364)
H (1.93422, 3.16899, -2.56108)
H (2.57101, -2.17522, -1.71156)
H (3.79713, -1.01968, -2.29880)
H (2.08793, -0.57698, -2.34417)
H (4.86230, 3.10231, -0.12552)
H (4.98592, 1.54677, -0.97693)
H (5.76962, 1.76392, 0.61003)
C (1.88716, 0.65642, 5.00658)
Ge (2.74400, 1.09783, 3.25310)
C (2.76402, 3.07135, 3.27067)
C (4.59835, 0.49734, 3.61081)
C (1.89718, 0.25071, 1.76333)
H (2.21055, 1.37830, 5.76353)
H (2.18340, -0.34301, 5.33765)
H (0.79647, 0.67952, 4.95776)
H (2.93915, 3.42878, 4.28959)
H (1.81319, 3.47482, 2.91770)
H (3.55633, 3.45159, 2.62327)
H (4.93060, 0.79876, 4.60883)
H (5.28969, 0.90215, 2.86932)
H (4.63493, -0.59361, 3.54688)
H (2.03561, -0.82775, 1.82188)
F (0.41623, -1.80684, 3.40074)
C (0.93088, -2.86600, 2.78335)
F (0.45769, -3.95960, 3.39594)
F (2.25231, -2.86955, 2.96234)
S (0.49148, -2.94929, 0.92493)
O (-0.05628, -1.64570, 0.56315)
O (1.68759, -3.42520, 0.31330)
N (-0.61829, -4.09054, 0.99149)
S (-2.07455, -3.56553, 1.35253)
O (-2.13849, -2.86593, 2.61431)
O (-2.87314, -3.05872, 0.27267)
C (-2.81284, -5.22384, 1.67177)
F (-2.78422, -5.95288, 0.54549)
F (-2.15782, -5.90203, 2.61429)
F (-4.08571, -5.11203, 2.05060)

As for the net charge: -2. The molar mass is 1337.03 g mol⁻¹. The gap between HOMO and LUMO (spin up / spin down) comes out at 0.1355 / 0.1783 hartree. The calculation puts the HOMO energy (spin up / spin down) at -0.3 / -1.5 eV. Its spin multiplicity is 2.

*2* (0.0158 hartree below the next structure)

*1*
Molecular formula: C2H6OS2
Method: DFT, wB97M-V/def2-TZVPD

Geometry (Å):
S (2.27485, -0.54096, -1.39623)
S (1.95373, -2.58268, -1.89316)
H (2.53618, -0.89507, -0.12761)
H (1.02107, -2.26412, -2.86301)
C (-2.49350, 3.29078, 2.16303)
C (-2.66163, 1.97652, 1.96043)
O (-3.84007, 1.43745, 2.63359)
H (-1.43361, 3.52912, 2.31218)
H (-3.23567, 4.06476, 2.06687)
H (-1.84682, 1.26356, 1.98987)
H (-3.60670, 1.56391, 3.55750)

As for the SMILES: C=CO.SS. As for the net charge: 0. The molar mass is 110.20 g mol⁻¹. The gap between HOMO and LUMO comes out at 0.3274 hartree. The calculation puts the HOMO energy at -8.8 eV. Its spin multiplicity is 1.

*2*
Molecular formula: C2H6OS2
Method: DFT, wB97M-V/def2-TZVPD

Geometry (Å):
C (1.07149, 0.09854, -0.00075)
C (-0.26225, 0.64477, 0.58570)
O (-2.72264, 1.43082, 0.14518)
S (-2.30602, -1.40167, 0.18165)
S (-1.73441, 0.47710, -0.26262)
H (0.99579, -0.87364, -0.34917)
H (1.57346, 0.67125, -0.76138)
H (1.71438, 0.29687, 0.86039)
H (-0.12024, 1.65822, 0.77468)
H (-1.41471, -1.31463, 1.17901)
H (-1.96962, 0.18994, -1.70658)

As for the SMILES: CC=[S@H](=O)S. As for the net charge: 0. The molar mass is 110.20 g mol⁻¹. The gap between HOMO and LUMO comes out at 0.3149 hartree. The calculation puts the HOMO energy at -8.5 eV. Its spin multiplicity is 1.

*1* (0.0599 hartree below the next structure)

*1*
Molecular formula: C4H7N3O2S
Method: DFT, wB97M-V/def2-TZVPD

Geometry (Å):
C (0.81356, 0.11198, 0.42265)
C (-1.28186, 1.16315, -1.89945)
C (2.06204, 0.07454, 1.10876)
C (-0.27018, -0.68865, 0.39278)
N (-1.50955, -0.34928, -0.18785)
N (-0.39099, -1.98938, 0.74906)
N (-1.61178, 1.01370, -0.65255)
O (2.86979, 0.97416, 1.04698)
O (2.33505, -1.02726, 1.90413)
S (-1.35407, 2.69599, -2.62831)
H (0.81214, 1.10778, -0.19582)
H (-1.79375, -1.05798, -0.84677)
H (-1.20997, -2.35932, 1.26273)
H (0.42254, -2.34507, 1.14613)
H (-1.58655, 1.63501, 0.10285)
H (3.31662, -1.08011, 2.07076)
H (-1.62304, 2.12072, -3.79609)

As for the net charge: 0. The molar mass is 161.19 g mol⁻¹. The gap between HOMO and LUMO comes out at 0.3339 hartree. The calculation puts the HOMO energy at -8.4 eV. Its spin multiplicity is 1.

*2*
Molecular formula: C4H7N3O2S
Method: DFT, wB97M-V/def2-TZVPD

Geometry (Å):
C (0.61683, -0.01117, -0.73417)
C (1.39942, -0.07089, -2.01403)
C (-0.15968, -1.29751, -0.41224)
C (-0.77773, 0.58139, 2.03573)
N (0.73632, 0.97522, 0.01460)
N (1.37737, -1.17884, -2.63190)
N (-1.75929, 1.48362, 2.10066)
O (-1.21753, -2.09826, 1.79836)
O (-2.61491, -0.48937, 0.58954)
S (-1.27731, -0.87387, 0.98001)
H (1.79944, 0.78969, -2.37574)
H (-0.96945, -1.62844, -1.04660)
H (0.51458, -2.13389, -0.23410)
H (0.04727, 0.95222, 2.66877)
H (2.04599, -1.17565, -3.37122)
H (-1.41861, 2.40107, 2.33997)
H (-2.64553, 1.45443, 1.57781)

As for the net charge: 0. The molar mass is 161.19 g mol⁻¹. The gap between HOMO and LUMO (spin up / spin down) comes out at 0.2509 / 0.2510 hartree. The calculation puts the HOMO energy (spin up / spin down) at -7.7 / -7.7 eV. Its spin multiplicity is 1.

*1* (0.0893 hartree below the next structure)

*1*
Molecular formula: C6H17N2
Method: DFT, wB97M-V/def2-TZVPD

Geometry (Å):
C (0.78394, 0.71337, -1.34157)
N (0.03668, 0.03614, -0.20881)
C (0.25838, 0.78109, 1.15504)
C (-0.87781, 0.23101, 2.10779)
C (-0.96058, -1.27645, 1.91661)
C (-2.32587, 0.85824, 1.72429)
C (1.85818, -0.18700, -2.04828)
N (1.35749, -1.01035, -3.11374)
H (0.02211, 0.83354, -2.12288)
H (1.02233, 1.85366, -1.08518)
H (0.49260, -0.90816, -0.13776)
H (0.26075, 1.84772, 0.91223)
H (1.25745, 0.50431, 1.54031)
H (-0.66276, 0.53320, 3.09399)
H (-1.94897, -1.37922, 1.45263)
H (-0.23755, -1.97738, 1.61990)
H (-1.19010, -1.66616, 2.97242)
H (-3.15303, 0.18137, 1.98178)
H (-2.34283, 1.21800, 0.65909)
H (-2.58359, 1.58321, 2.59302)
H (2.34310, -0.61756, -1.19802)
H (2.55937, 0.44167, -2.31674)
H (1.91317, -1.98991, -3.24703)
H (-0.96484, 0.03660, -0.55305)
H (1.03616, -0.39706, -3.99015)

As for the SMILES: CC(C)C[NH2+]CCN. As for the net charge: +1. The molar mass is 117.22 g mol⁻¹. The gap between HOMO and LUMO comes out at 0.3721 hartree. The calculation puts the HOMO energy at -13.0 eV. Its spin multiplicity is 1.

*2*
Molecular formula: C6H17N2
Method: DFT, wB97M-V/def2-TZVPD

Geometry (Å):
C (-0.20462, -0.49377, -0.65519)
N (0.90447, -0.12764, 0.21345)
C (0.95220, 1.28306, 0.68836)
C (1.40559, 2.31587, -0.33623)
C (0.66667, 2.31228, -1.68586)
C (-1.42008, -0.64319, 0.20035)
N (-1.15949, -1.64792, 1.28267)
C (-0.89555, -3.03181, 0.81864)
H (-0.44618, 0.21686, -1.44515)
H (0.00824, -1.44758, -1.13515)
H (1.78321, -0.29310, -0.26900)
H (0.04606, 1.55595, 1.21868)
H (1.77121, 1.25790, 1.42589)
H (2.47020, 2.19091, -0.51777)
H (1.24212, 3.29738, 0.10001)
H (-0.40845, 2.46742, -1.54534)
H (1.13777, 3.08166, -2.31794)
H (0.95152, 1.42239, -2.25554)
H (-1.66044, 0.30319, 0.69630)
H (-2.32396, -0.94084, -0.34047)
H (-0.33830, -1.34145, 1.81058)
H (-1.92218, -1.61455, 1.96206)
H (-1.00814, -3.75040, 1.62108)
H (0.09735, -3.05726, 0.38515)
H (-1.64921, -3.31538, 0.08042)

As for the SMILES: CCCNCC[NH2+]C. As for the net charge: +1. The molar mass is 117.22 g mol⁻¹. The gap between HOMO and LUMO comes out at 0.3657 hartree. The calculation puts the HOMO energy at -13.0 eV. Its spin multiplicity is 1.

*3*
Molecular formula: C6H17N2
Method: DFT, wB97M-V/def2-TZVPD

Geometry (Å):
C (0.88169, -0.85540, -3.34073)
C (2.45066, 0.32250, -1.88853)
C (-1.71464, -0.29883, 2.61919)
C (-0.16993, 1.51349, 1.91922)
C (1.27982, 0.37071, -2.50590)
C (-0.32722, -0.71611, 0.53910)
N (-1.39779, -0.62564, -0.17843)
N (-0.44855, 0.15712, 1.95477)
H (1.52979, -1.05071, -4.11316)
H (0.81980, -1.77193, -2.84435)
H (-0.00506, -0.60357, -3.76734)
H (2.76797, 1.06246, -1.07490)
H (2.70057, -0.72775, -1.53111)
H (0.54579, -0.07991, 0.26516)
H (-1.71372, -1.28476, 2.89189)
H (-1.88809, 0.36277, 3.53908)
H (-2.54360, -0.21573, 1.96325)
H (-0.88019, 2.17550, 1.20817)
H (-0.22844, 2.15001, 2.74636)
H (0.83574, 1.52781, 1.51523)
H (0.82638, 1.32963, -2.71001)
H (-0.04520, -1.68010, 0.94548)
H (-1.56270, 0.35283, -0.40679)
H (-2.12118, -1.24926, -0.21588)
H (0.40809, -0.16512, 2.47023)

As for the net charge: +1. The molar mass is 117.22 g mol⁻¹. The gap between HOMO and LUMO comes out at 0.3576 hartree. The calculation puts the HOMO energy at -12.7 eV. Its spin multiplicity is 1.

*4*
Molecular formula: C6H17N2
Method: DFT, wB97M-V/def2-TZVPD

Geometry (Å):
N (-1.34277, 1.09723, 2.50076)
C (-0.83647, 1.58450, 1.30452)
C (-1.35968, 3.00800, 1.07832)
C (-1.16347, 0.57107, 0.35472)
N (1.67989, -1.59207, -1.79709)
C (0.67456, -1.59818, -0.73828)
C (0.46817, -2.89171, -0.01624)
C (1.99940, -0.22941, -2.35885)
H (-0.84214, 0.22574, 2.69627)
H (2.56231, -2.02772, -1.57224)
H (-2.25420, 0.80885, 2.17801)
H (0.24237, 1.71692, 1.32244)
H (-0.76059, 3.26781, 0.07546)
H (-1.05160, 3.51945, 1.98443)
H (-2.42507, 2.92458, 1.17000)
H (-1.41836, 0.90688, -0.63363)
H (-2.08752, -0.04346, 0.62258)
H (1.03343, -0.94319, 0.12125)
H (-0.15052, -1.04524, -1.11724)
H (1.22338, -3.68428, -0.05297)
H (-0.32930, -3.32581, -0.64238)
H (0.25241, -2.76710, 1.14621)
H (2.24653, -0.20571, -3.46485)
H (0.99694, 0.30802, -2.45967)
H (2.64233, 0.41484, -1.70152)

As for the net charge: +1. The molar mass is 117.22 g mol⁻¹. The gap between HOMO and LUMO comes out at 0.1667 hartree. The calculation puts the HOMO energy at -12.4 eV. Its spin multiplicity is 1.

*2* (0.0948 hartree below the next structure)